Below is a single C11H15OP molecule, with properties calculated with wB97M-V/def2-TZVPD.

Summary:
**Molar mass**: 194.214 g mol⁻¹
**Energy relative to the best compared isomer or geometry (same formula, charge and spin)**: 227.9 kJ/mol
**E_tot**: -22982.8083 eV
**HOMO (alpha / beta)**: -8.63 / -8.11 eV
**Kohn-Sham gap (alpha / beta)**: 0.2899 / 0.2758 Eh

Positions of all 28 atoms, in Å:
P: -1.9442 -0.0873 1.0538
O: -0.4219 -1.0351 -1.1445
C: -1.3469 1.6040 0.4470
C: 0.7107 -1.5750 -0.6190
C: -1.6410 -1.1795 -0.4472
C: 1.8192 -1.6577 -1.4723
C: 0.1771 1.6608 0.5930
C: 0.8945 -2.0206 0.6660
C: 2.0567 -2.5266 1.1555
C: -1.9860 2.6279 1.3910
C: -1.7607 1.8991 -0.9924
C: 3.1502 -2.6111 0.2941
C: 3.0154 -2.1714 -1.0114
H: -2.8446 1.8613 -1.0986
H: -3.0672 2.6424 1.2668
H: 0.4807 1.3261 1.5852
H: -1.4260 2.8988 -1.2669
H: 0.6673 1.0315 -0.1448
H: 2.1438 -2.8496 2.1824
H: 4.0874 -3.0085 0.6531
H: -1.6022 3.6258 1.1833
H: 0.5256 2.6840 0.4538
H: 1.7118 -1.3092 -2.4891
H: -2.4115 -0.9647 -1.1957
H: 3.8561 -2.2254 -1.6883
H: -1.7681 -2.2120 -0.0986
H: -1.3124 1.1904 -1.6840
H: -1.7637 2.3816 2.4280